Computed, not measured: an isolated molecule of C2H3Br2N3, with ωB97M-V/def2-TZVPD.

Geometry (Å):
C (1.36, 0.35, -0.35)
C (-1.50, 0.12, 0.03)
N (1.02, -0.78, 0.17)
N (0.24, -1.09, 1.09)
N (-0.98, -0.58, 1.05)
Br (1.08, 2.29, 0.15)
Br (-3.30, 0.51, -0.01)
H (2.17, 0.19, -0.96)
H (-0.79, 0.34, -0.74)
H (-1.58, -0.83, 1.82)

Computed properties:
multiplicity = 1
charge = 0
electronic energy = -146673.346 eV

***

Computed, not measured: C2H3Br2NO2 as an isolated structure, with ωB97M-V/def2-TZVPD.

Geometry (Å):
C (0.09, 0.18, -0.15)
C (1.28, 0.99, -0.37)
N (2.43, 0.72, 0.38)
O (3.39, 1.44, 0.11)
O (2.44, -0.26, 1.15)
Br (1.41, 2.40, -1.45)
Br (0.30, 5.34, -1.65)
H (-0.39, 0.32, 0.79)
H (-0.65, 0.28, -0.98)
H (0.55, -0.93, -0.09)

Computed properties:
multiplicity = 1
charge = 0
electronic energy = -147786.860 eV

***

Computed, not measured: a 2-piece molecular cluster, C2H3Br2NOSi overall, with ωB97M-V/def2-TZVPD.

Geometry (Å):
C (-0.25, 0.78, -1.37)
Si (1.35, 0.22, -0.85)
Br (1.87, -1.83, -0.63)
Br (3.02, 1.50, -0.34)
H (-1.15, 0.20, -1.46)
H (-0.42, 1.51, -2.07)
N (-1.32, -1.18, 1.51)
C (-0.96, -0.13, 1.91)
O (-0.32, 0.70, 2.37)
H (-1.81, -1.77, 0.92)

Computed properties:
SMILES string = C=[Si](Br)Br.N=C=O
multiplicity = 1
charge = 0
electronic energy = -153622.727 eV

***

no.,strongest force on any atom (Eh/bohr),M (Da)
1,0.099,228.9
2,0.069,232.9
3,0.066,244.9